The following is a DFT calculation (ωB97M-V/def2-TZVPD) of a molecular structure, C16H14MoN4O4S in a non-equilibrium geometry.

HOMO (spin up / spin down), Eh: -0.539 / -0.546
E, Eh: -1603.70215
Energy relative to the best compared isomer or geometry (same formula, charge and spin), kcal/mol: 29.1
Gap between HOMO and LUMO (spin up / spin down), eV: 6.08 / 6.20
Total charge: +2
Multiplicity: 3
Lowest unoccupied orbital energy (spin up / spin down), eV: -8.60 / -8.65

CARTESIAN COORDINATES (ANGSTROEM)
Mo (-0.24235, -1.30451, -1.73854)
N (2.24655, -0.00061, -2.91254)
N (2.04985, 1.40170, -3.05934)
C (-0.40535, 0.86139, -2.86144)
O (-1.27935, 1.94970, -2.88484)
O (-0.74795, -0.41431, -3.25034)
H (3.15855, -0.15731, -2.48594)
H (2.26085, -0.42251, -3.84524)
H (2.32855, 1.90329, -2.21724)
O (1.68395, -3.07680, 0.86057)
S (0.39395, -2.59440, 0.56786)
O (-0.14295, -2.93571, -0.83854)
N (0.38915, -0.99551, 0.12397)
C (0.60605, 0.29589, 0.59676)
C (0.97675, 0.83080, 1.82186)
C (1.07235, 2.23359, 1.92997)
C (0.87245, 3.10630, 0.88336)
C (0.49265, 2.63160, -0.41203)
C (0.26045, 3.39429, -1.54704)
C (-0.14175, 2.87520, -2.89794)
C (0.72455, 1.70939, -3.50134)
N (-0.05585, 0.52749, -1.53244)
C (0.34535, 1.20929, -0.47384)
C (-0.83625, -2.78740, 1.81487)
C (-2.13985, -2.43621, 1.49587)
C (-3.07445, -2.38161, 2.51757)
C (-2.68855, -2.64850, 3.82706)
C (-1.38335, -3.02330, 4.11876)
C (-0.43795, -3.10041, 3.10517)
H (1.18965, 0.21049, 2.67956)
H (1.32605, 2.64230, 2.89846)
H (0.99455, 4.16700, 1.03817)
H (0.35375, 4.46669, -1.46934)
H (-0.36035, 3.69570, -3.57994)
H (0.64955, 1.70359, -4.59263)
H (-2.41295, -2.22051, 0.46736)
H (-4.09865, -2.12050, 2.29866)
H (-3.41445, -2.56200, 4.62307)
H (-1.09675, -3.24530, 5.13536)
H (0.58355, -3.38830, 3.29616)

Atoms 1-6, force components in eV/Å:
Mo 0.30 -1.24 -1.70
N -0.50 -0.88 0.06
N 0.51 1.07 -0.06
C 1.22 2.11 -0.36
O -0.49 -0.27 0.04
O -1.40 0.45 -2.16